Record 1
3 unconnected molecules or ions with the total composition C29H45ClN3O7P. Source: the Open Molecules 2025 dataset; level of theory: ωB97M-V with the def2-TZVPD basis set.

Structure (XYZ):
```
86
Properties=species:S:1:pos:R:3:mulliken_charge:R:1
H 8.06 1.27 0.95 0.335
H -1.67 5.37 -2.26 0.322
C -0.32 6.74 0.54 -1.239
H -0.83 -5.61 0.42 0.213
O 7.18 0.26 2.67 -0.337
O 6.65 -1.49 4.07 -0.495
C -1.44 5.71 0.46 -0.585
O 1.10 -4.17 0.07 -0.552
H 2.83 1.00 4.37 0.122
H 1.13 2.87 -2.32 0.443
H -0.92 7.17 -2.16 0.301
C 7.20 0.56 1.24 -0.433
H 7.36 -0.42 0.66 0.275
O 0.35 -0.62 3.23 -0.494
C 5.77 1.26 0.92 -0.530
C -5.22 -5.04 -2.56 -1.778
O 2.01 4.91 -0.26 -0.516
H 1.17 2.55 -0.58 0.331
H 5.79 -1.02 -0.83 0.391
H -1.72 3.62 0.02 0.417
C 0.54 2.91 -1.40 -1.831
O -4.45 -6.65 0.64 -0.532
C 3.86 -2.24 -0.27 -0.666
C -5.50 -4.01 -0.28 -1.289
C 3.39 0.16 1.79 0.296
C 4.65 0.11 0.86 0.557
C -0.89 4.32 0.12 -1.081
C 1.03 -1.34 2.47 0.317
C 0.66 6.74 -0.66 1.656
H -6.19 -4.70 -2.96 0.454
H -1.58 3.67 -2.56 0.447
H -0.27 2.18 -1.50 0.410
H -0.38 4.73 -3.29 0.367
C -6.63 -6.16 -0.94 -1.759
C 4.87 -1.07 -0.16 -0.488
H 4.02 2.54 3.13 0.082
C -0.03 4.33 -1.16 1.817
H -4.02 -2.79 -1.31 0.319
C -4.23 -3.16 -0.30 -0.680
H -5.78 -4.21 0.76 0.373
C 2.39 -1.02 1.68 0.120
H 1.57 8.65 -0.07 0.418
N 0.81 -2.79 2.12 -0.288
H -2.12 -3.36 0.07 0.081
H -2.19 6.02 -0.28 0.324
C 1.40 -3.23 0.83 0.466
H 2.65 7.62 -1.03 0.446
H -0.29 3.96 0.97 0.239
H -6.55 -7.10 -1.50 0.435
H -1.13 -4.88 -1.68 0.368
H 2.34 7.27 0.68 0.352
C -3.03 -3.95 0.22 -0.903
H -6.32 -3.43 -0.72 0.383
H -2.64 -4.57 -2.48 0.309
O 1.69 2.26 2.65 -0.533
C -2.15 -5.25 -1.78 -1.693
H -0.77 7.74 0.65 0.347
Cl 1.94 -3.51 3.25 -0.020
H -2.08 -6.24 -2.26 0.397
P 3.01 1.53 3.03 0.327
H -4.37 -2.28 0.33 0.422
H 5.58 1.95 1.83 0.116
H 0.73 7.45 -2.73 0.381
C 1.88 7.61 -0.25 -1.783
C 0.07 7.51 -1.86 -1.692
C -0.96 4.55 -2.38 -1.868
N 1.05 5.37 -1.11 0.316
H 7.14 -1.97 2.14 0.309
H -3.15 -4.06 1.30 0.446
C -5.32 -5.34 -1.05 1.654
C 7.02 -1.13 2.91 0.285
H -7.48 -5.61 -1.35 0.407
H -6.90 -6.40 0.09 0.361
H 5.79 1.92 -0.01 0.365
C -2.85 -5.36 -0.41 1.690
H -4.53 -4.23 -2.81 0.307
C 2.62 -2.20 0.66 0.043
N -4.13 -6.11 -0.57 0.327
H -2.09 -6.16 1.51 0.342
C -1.80 -6.11 0.46 -1.448
H -0.06 8.57 -1.62 0.455
H 4.00 -3.13 -0.97 0.382
H 0.24 6.55 1.46 0.418
H -4.94 -5.93 -3.13 0.370
H -1.96 5.66 1.42 0.397
H -1.66 -7.14 0.10 0.467
```

Values from the calculation:
HOMO-LUMO gap (spin up / spin down) = 7.044 / 7.664 eV
Net charge = 0
<S²> = 2.0089
2S+1 = 3
Energy = -71405.338 eV

Record 2
2 unconnected molecules or ions with the total composition C3H9NO. Source: the Open Molecules 2025 dataset; level of theory: ωB97M-V with the def2-TZVPD basis set.

Structure (XYZ):
```
14
Properties=species:S:1:pos:R:3:mulliken_charge:R:1
H -3.21 1.22 0.40 0.338
H 1.83 -1.43 0.49 0.212
H -0.78 0.52 0.02 0.258
O -1.30 0.53 0.85 -0.309
H 2.63 0.19 -1.12 0.230
H 3.79 0.90 0.27 0.229
C -2.58 0.29 0.32 -0.015
H -2.99 -0.57 0.74 0.286
H 3.28 -0.93 1.56 0.218
C 3.04 0.20 -0.09 -0.422
H -1.59 -0.64 -1.14 0.313
C 2.67 -0.78 0.69 -0.447
H -2.36 0.56 -1.88 0.313
N -2.42 -0.06 -1.11 -0.205
```

Values from the calculation:
Relative energy (zero: lowest compared OMol25 entry of this formula, charge and spin) = 354.0 kJ/mol
HOMO-LUMO gap (spin up / spin down) = 8.933 / 2.908 eV
Net charge = +1
<S²> = 0.7565
2S+1 = 2
Energy = -6782.640 eV

Record 3
A molecular structure, C4H7N3O. Source: the Open Molecules 2025 dataset; level of theory: ωB97M-V with the def2-TZVPD basis set.

Structure (XYZ):
```
15
Properties=species:S:1:pos:R:3:mulliken_charge:R:1
C 0.17 -0.43 0.02 0.185
C 0.70 0.92 -0.18 0.244
N -0.98 -0.85 -0.40 -0.341
H -2.29 -0.15 1.62 0.221
N 1.23 -1.15 0.32 -0.125
H 1.14 -2.11 0.08 0.269
H 3.50 -0.73 0.01 0.412
C -2.09 -0.14 0.28 -0.732
C 2.50 -0.42 0.11 -0.352
H -2.21 0.93 -0.06 0.300
O -0.17 1.98 0.16 -0.463
H -2.89 -0.81 -0.18 0.320
H 0.33 2.76 -0.35 0.387
N 2.02 0.91 -0.03 -0.613
H -0.97 -0.71 -1.41 0.289
```

Values from the calculation:
Relative energy (zero: lowest compared OMol25 entry of this formula, charge and spin) = 426.3 kJ/mol
HOMO-LUMO gap = 8.352 eV
Net charge = 0
Energy = -10775.329 eV

Record 4
C9H13NO3 in the gas phase. Source: the Open Molecules 2025 dataset; level of theory: ωB97M-V with the def2-TZVPD basis set.

Structure (XYZ):
```
26
Properties=species:S:1:pos:R:3:mulliken_charge:R:1
C 1.52 -1.59 0.42 -0.781
H 1.97 -2.57 0.51 0.403
H -3.75 0.12 -0.23 0.328
C -2.71 -0.14 -0.48 0.287
C 0.38 0.92 0.18 -0.873
H 3.99 0.14 -0.54 0.322
C -0.41 -0.15 0.59 0.458
C 1.72 0.74 -0.11 1.223
H 2.05 2.59 -0.51 0.290
H -3.06 -2.26 -0.24 0.350
H -1.34 0.55 -1.82 0.299
H -2.36 1.72 -1.27 0.267
O -2.21 1.24 1.49 -0.571
C -2.66 -1.57 -0.99 -1.496
N -2.29 0.75 -1.55 -0.642
C 2.30 -0.53 0.00 0.368
H -1.63 -1.86 -1.22 0.332
O 3.62 -0.72 -0.28 -0.593
H -0.03 1.92 0.10 0.079
O 2.55 1.76 -0.51 -0.622
C -1.89 0.02 0.85 -0.385
H -3.25 -1.65 -1.89 0.385
H -2.22 -0.75 1.55 0.488
H -0.42 -2.24 1.05 0.426
H -2.05 1.96 0.87 0.345
C 0.18 -1.40 0.71 -0.687
```

Values from the calculation:
Relative energy (zero: lowest compared OMol25 entry of this formula, charge and spin) = 28.9 kJ/mol
HOMO-LUMO gap = 8.759 eV
Net charge = 0
Energy = -17176.465 eV